84
Properties=species:S:1:pos:R:3:mulliken_charge:R:1 method="wB97M-V/def2-TZVPD" energy_ha=-4499.4334 multiplicity=1 de_lowest_kcal_mol=0.0 e_homo_ev=-10.596 homo_lumo_gap_ev=6.81 total_charge=+1
Ti 0.08509 0.79699 -0.11889 -1.980
C -5.24090 1.13740 0.16859 -1.088
C -4.30797 1.50757 1.25934 0.905
N -4.61765 2.12941 2.34636 -0.892
N -3.44435 2.19988 3.05355 0.219
C -2.40277 1.63684 2.43530 0.148
S -0.82632 1.42785 2.91289 -0.510
N -2.95246 1.19760 1.27561 0.341
N -2.21333 0.55647 0.28318 0.952
H -6.22944 1.51125 0.42137 0.394
H -5.29189 0.05139 0.06098 0.262
H -4.92431 1.55797 -0.78362 0.171
H -3.42255 2.64212 3.95621 0.210
H -2.62629 0.84364 -0.62322 -0.087
H -2.36548 -0.44699 0.37615 -0.646
S -1.01441 3.41892 -0.37257 -0.405
C 0.41787 3.45084 0.50440 0.189
N 0.99888 2.32227 0.88818 1.488
C 2.02890 2.53935 1.81975 -1.420
C 2.70349 1.58745 2.57786 0.362
C 3.67452 2.00658 3.46977 -1.314
C 3.97944 3.35868 3.62044 -0.626
C 3.28669 4.31658 2.90104 -0.500
C 2.30317 3.89290 2.01881 0.764
S 1.19687 4.87788 1.09703 -0.326
H 2.47015 0.54008 2.46606 0.488
H 4.20303 1.27127 4.06276 0.473
H 4.74476 3.66372 4.32149 0.423
H 3.48783 5.37112 3.03830 0.434
C 3.49132 0.59127 -0.16774 -1.404
O 2.21764 0.02111 0.15482 1.003
Si 1.89653 -1.63840 0.03672 0.000
C 2.67711 -2.30966 -1.52271 -1.434
C 2.81530 -2.47809 1.42127 -1.452
C 0.04071 -1.35519 0.09011 1.647
Si -0.57491 -2.17833 1.72744 0.911
C -0.26496 -4.03574 1.73640 -1.432
C -2.42032 -2.01498 2.06187 -1.483
C 0.29111 -1.53257 3.27013 -1.011
Si -0.74833 -2.16242 -1.47651 0.906
C -0.59394 -4.03579 -1.47242 -1.279
C 0.04402 -1.62037 -3.10980 -1.059
C -2.60263 -1.92945 -1.66962 -1.277
H 3.83561 0.22043 -1.13321 0.376
H 4.21597 0.33669 0.60537 0.252
H 3.39064 1.67126 -0.21917 0.339
H 3.67937 -2.67497 -1.28742 0.483
H 2.76729 -1.54739 -2.29802 0.353
H 2.11605 -3.14354 -1.94690 0.300
H 3.87495 -2.22802 1.30875 0.495
H 2.73603 -3.56527 1.34841 0.414
H 2.50225 -2.18155 2.41716 0.326
H -1.10483 -4.59854 1.33267 0.403
H -0.14029 -4.34111 2.77922 0.478
H 0.62995 -4.34593 1.19661 0.294
H -3.05919 -2.36791 1.24986 0.370
H -2.73899 -1.01667 2.37154 0.273
H -2.61303 -2.67353 2.91507 0.515
H 0.99173 -0.72316 3.07463 -0.061
H 0.83131 -2.34487 3.76149 0.495
H -0.44392 -1.14543 3.97700 0.486
H 0.39507 -4.41741 -1.21339 0.306
H -0.82705 -4.37677 -2.48544 0.447
H -1.31729 -4.49669 -0.80238 0.322
H 0.85924 -0.90903 -2.99166 -0.045
H -0.71094 -1.17821 -3.76557 0.496
H 0.45507 -2.49286 -3.62124 0.597
H -3.16638 -2.27479 -0.80045 0.303
H -2.89117 -2.58250 -2.49909 0.535
H -2.93923 -0.92511 -1.92338 0.287
C 1.83755 2.17132 -4.31575 -0.902
N 0.48698 1.89763 -3.81745 0.286
C -0.63329 2.07615 -4.59928 -0.397
C -1.86372 1.84499 -4.12440 -1.312
C -2.02983 1.39458 -2.75821 0.179
O -3.12413 1.29395 -2.20873 -0.545
N -0.86951 1.06546 -2.08395 1.378
C 0.30833 1.41735 -2.57287 -0.295
O 1.27374 1.27655 -1.75310 -0.329
H 1.77534 2.92322 -5.09671 0.382
H 2.28715 1.26406 -4.71668 0.294
H 2.44949 2.54626 -3.50231 0.302
H -0.44912 2.43670 -5.60137 0.511
H -2.74645 2.02622 -4.71674 0.548

74
Properties=species:S:1:pos:R:3:mulliken_charge:R:1 method="wB97M-V/def2-TZVPD" energy_ha=-5852.3427 multiplicity=3 e_homo_ev="-12.352 / -12.378" homo_lumo_gap_ev="4.71 / 3.58" total_charge=+2
N 8.91263 2.73153 -4.15896 -0.567
C 9.16031 2.44339 -2.87946 -0.315
C 8.14182 2.19629 -1.95259 -0.482
C 6.79160 2.19849 -2.37977 0.745
C 6.54941 2.55223 -3.73080 -0.462
C 7.64644 2.79217 -4.57792 -0.324
C 5.71038 1.85873 -1.46098 -0.171
Ni -0.36536 0.31344 1.71435 -0.863
P -3.83137 -4.61790 1.15975 0.375
C 4.46473 1.47821 -1.85581 -0.385
C 3.39172 1.12576 -0.95253 1.005
C 2.32205 0.35940 -1.45648 -0.684
C 1.25710 -0.01964 -0.62672 -0.189
C 1.24635 0.50227 0.66849 0.517
C 2.33250 1.16376 1.23130 -0.478
C 3.40842 1.51873 0.40483 -0.907
Br -1.11964 -1.62144 2.62415 -0.443
H 5.97870 1.84072 -0.40149 0.228
H 4.24791 1.34287 -2.92002 0.242
H 8.40184 1.98236 -0.92099 0.349
H 5.53610 2.64276 -4.11787 0.316
H 10.20813 2.40775 -2.57545 0.361
H 7.47927 3.03889 -5.62989 0.354
H 2.34571 0.04385 -2.49936 0.408
H 4.23830 2.10125 0.80741 0.306
H 0.47012 -0.69241 -0.97556 0.610
H 2.35778 1.42295 2.29425 0.477
P -1.52493 1.61394 0.46221 1.295
C -2.09988 -4.98611 1.68648 -0.294
C -1.74951 -6.47114 1.49896 -1.251
H -1.99564 -4.69361 2.74196 0.421
H -1.43319 -4.33882 1.09967 0.283
H -0.85242 -6.71995 2.07550 0.367
H -2.56165 -7.12274 1.84305 0.375
H -1.54395 -6.70654 0.44819 0.336
C -3.63721 -4.05147 -0.57657 0.016
C -4.89621 -4.25344 -1.42848 -1.217
H -2.80882 -4.64690 -0.98695 0.451
H -3.33315 -2.99561 -0.55416 -0.145
H -4.64309 -4.15260 -2.48880 0.381
H -5.32668 -5.25032 -1.28088 0.370
H -5.66915 -3.51176 -1.20197 0.333
C -4.35608 -3.09859 2.06396 0.341
C -5.08212 -3.47338 3.35918 -1.299
H -5.01552 -2.52139 1.40046 0.409
H -3.45257 -2.50278 2.27067 -0.408
H -5.53959 -2.58523 3.81146 0.373
H -5.87897 -4.20641 3.17304 0.385
H -4.38897 -3.90375 4.09327 0.346
C -2.93275 2.28206 1.44088 -0.780
C -3.35960 3.72462 1.18573 -1.260
H -2.67943 2.12845 2.50183 0.439
H -3.76562 1.59852 1.22589 0.581
H -2.63459 4.45148 1.56975 0.285
H -3.51775 3.92808 0.12141 0.316
H -4.30984 3.91309 1.69993 0.413
C -2.29270 0.53306 -0.80085 -0.453
C -1.90066 0.72942 -2.26516 -1.398
H -3.37246 0.68140 -0.67026 0.597
H -2.06774 -0.49135 -0.46870 0.018
H -2.30549 1.66379 -2.67424 0.390
H -0.81506 0.72739 -2.42589 0.283
H -2.32094 -0.09550 -2.85493 0.397
C -0.73881 2.98172 -0.45226 -0.730
C 0.06764 3.93050 0.43857 -1.241
H -1.54068 3.51441 -0.99268 0.616
H -0.08600 2.51954 -1.21073 0.417
H 0.96561 4.26189 -0.10146 0.349
H -0.51513 4.82240 0.70343 0.378
H 0.41305 3.46078 1.37110 0.232
N 0.01046 1.42341 3.35514 -0.605
H 0.88352 1.95565 3.30700 0.257
H 0.07193 0.74336 4.11655 0.304
H -0.75059 2.08402 3.53781 0.304

82
Properties=species:S:1:pos:R:3:mulliken_charge:R:1 method="wB97M-V/def2-TZVPD" energy_ha=-3984.1550 multiplicity=1 de_lowest_kcal_mol=0.0 e_homo_ev=-6.885 homo_lumo_gap_ev=6.66 total_charge=0
C -2.69341 2.59564 -3.61377 -2.182
C -2.98884 1.71867 -2.43900 0.496
H -3.53129 3.23802 -3.91742 0.518
H -2.45275 2.03301 -4.53122 0.301
H -1.85882 3.27026 -3.40499 0.496
C -4.09966 0.95758 -2.37810 0.565
C -5.14986 0.99038 -3.42921 -1.714
H -4.23903 0.29016 -1.53043 0.341
H -4.75739 0.60026 -4.38247 0.280
H -5.52430 2.01345 -3.60648 0.356
H -5.98208 0.34828 -3.11324 0.396
Sc 2.99363 0.82962 1.16826 -0.327
Cl 3.88584 2.80492 0.28091 -0.483
Cl 4.19793 -0.91472 0.02505 -0.542
H 6.74745 -1.40064 3.83774 0.310
H 8.38018 0.53906 1.75940 0.354
C 6.29385 -1.28739 2.84583 -0.749
C 7.37261 0.43167 1.35955 -0.966
N 6.41703 0.09336 2.39559 0.260
H 5.23787 -1.55787 2.91058 0.191
C 5.52192 1.02851 2.72713 -0.222
O 4.27786 0.82847 2.83255 -0.544
H 7.08376 1.38009 0.89991 0.348
H 5.93270 2.04192 2.87763 0.551
H 6.81722 -1.93035 2.13514 0.299
H 7.39656 -0.35022 0.60230 0.325
H -2.64303 -2.34969 -3.42097 0.339
H -4.03988 -1.74473 -1.50643 0.168
C -1.82272 -2.78372 -2.84268 -0.963
C -3.57214 -2.67300 -1.15743 -0.801
N -2.14600 -2.60337 -1.43752 0.447
H -0.90739 -2.26360 -3.11878 0.217
C -1.23521 -2.85119 -0.44761 0.141
O -0.00937 -2.89544 -0.58884 -0.670
H -3.75022 -2.77897 -0.08268 0.265
H -1.69585 -2.97831 0.55197 0.300
H -1.73312 -3.84533 -3.11386 0.306
H -4.03245 -3.50592 -1.70634 0.411
O -0.93079 0.57137 -1.92102 -0.056
C -1.92513 1.56752 -1.36375 0.542
C -2.59671 -0.06680 0.53245 1.529
C -2.58461 1.23161 0.03518 -1.419
H -2.14478 -0.83609 -0.08646 -0.097
C -3.23924 -0.39841 1.72995 -0.238
H -1.52330 2.59778 -1.22752 0.365
C -3.28452 2.21201 0.78186 -0.656
H -3.27210 -1.43937 2.07125 0.332
C -3.80315 0.60385 2.52071 -0.869
C -3.86464 1.91278 2.02109 -0.799
H -3.42011 3.20642 0.35647 0.474
H -4.23751 0.37103 3.49226 0.449
H -4.33429 2.70032 2.61946 0.390
Si 0.64412 0.41480 -2.53886 1.023
Cl 1.14478 0.60703 -0.13257 0.891
C 1.29078 -1.37881 -2.75985 -1.101
C 2.63127 1.00319 -2.84652 -1.310
C 0.06166 1.54923 -3.88937 -0.877
H 0.60202 -2.06131 -2.24407 0.074
H 2.27129 -1.54495 -2.27675 0.220
H 1.41560 -1.70591 -3.80834 0.383
H -0.79023 1.00677 -4.31978 0.113
H 0.71701 1.91189 -4.67568 0.395
H -0.28836 2.41163 -3.31027 0.043
H 3.38465 0.19488 -2.73498 0.243
H 2.99702 1.80783 -2.18537 0.262
H 2.80750 1.40223 -3.86564 0.335
C -0.75811 1.66350 4.40919 -1.116
N -0.08813 0.47357 3.88834 0.380
C -0.25441 -0.71516 4.51876 -0.367
C 0.33772 -1.84396 4.02656 -0.998
C 1.07026 -1.73186 2.82147 0.591
N 1.45200 -0.53060 2.40695 0.103
C 0.85751 0.58222 2.90425 0.695
O 1.25274 1.70296 2.47645 -0.795
N 1.48500 -2.78537 2.08863 -0.317
H -0.57601 2.52250 3.75992 0.295
H -0.38300 1.87539 5.41747 0.367
H -1.83545 1.47718 4.48652 0.369
H -0.87509 -0.67698 5.39953 0.516
H 0.20542 -2.80044 4.49201 0.426
H 1.21491 -3.70683 2.41519 0.274
H 1.47484 -2.67754 1.07486 0.113